1.
Below is an isolated molecule of C5H9N3, with properties calculated with wB97M-V/def2-TZVPD.

Computed properties:
frontier orbital gap = 7.86 eV
energy above the lowest of the compared OMol25 structures with the same formula, charge and spin = 132.8 kcal per mole
F_max = 4.87 eV/A
M = 111.148 g/mol
net charge = 0

Last column: Löwdin charge in e.
Cartesian coordinates (Å):
C -1.671 0.178 -1.109  -0.039
N 1.109 -0.070 1.260  -0.030
N 1.401 1.196 0.656  0.034
C -0.524 -0.289 1.133  -0.211
C 0.900 0.412 -0.421  -0.427
C -0.569 0.150 -0.121  -0.182
N -1.305 -0.939 2.004  0.114
C 1.577 0.217 -1.613  -0.008
H 1.851 -0.757 1.404  0.132
H 2.403 1.353 0.551  0.118
H -1.502 -1.911 1.796  0.107
H -1.140 -0.748 2.984  0.101
H -1.731 1.175 -1.557  0.085
H -1.464 -0.528 -1.918  0.082
H -2.641 -0.045 -0.660  0.078
H 2.168 1.032 -2.021  0.028
H 1.139 -0.427 -2.369  0.019

Atoms 1-2, force components in eV/Å:
C -0.141 0.622 -0.108
N -1.052 -1.496 4.518



2.
Below is an isolated molecule of C5H9N3O, with properties calculated with wB97M-V/def2-TZVPD.

Computed properties:
frontier orbital gap = 7.88 eV
energy above the lowest of the compared OMol25 structures with the same formula, charge and spin = 62.5 kcal per mole
F_max = 3.71 eV/A
M = 127.147 g/mol
net charge = 0
SMILES = [H]/N=C(C=O)\C(N)=C(/C)N

Last column: Löwdin charge in e.
Cartesian coordinates (Å):
H 2.698 -0.195 1.218  0.061
N 2.028 -0.878 1.592  0.155
C 0.928 -0.802 0.935  -0.303
C -0.295 -1.740 1.127  -0.162
O -1.344 -1.440 1.682  0.040
C 0.674 -0.067 -0.331  -0.307
N 1.412 -0.410 -1.442  0.100
C -0.568 0.525 -0.424  -0.343
C -1.198 1.298 0.713  -0.050
N -0.991 0.929 -1.708  0.075
H 0.042 -2.791 1.073  0.126
H 1.280 0.282 -2.181  0.090
H 2.338 -0.766 -1.229  0.094
H -1.206 2.373 0.501  0.085
H -2.233 0.971 0.845  0.079
H -0.679 1.161 1.665  0.082
H -1.885 1.415 -1.689  0.087
H -1.001 0.136 -2.348  0.091

Atoms 1-2, force components in eV/Å:
H -0.150 -0.175 0.046
N -1.393 -0.189 -0.399



3.
Below is C5H9N3O2 as an isolated structure, with properties calculated with wB97M-V/def2-TZVPD.

Computed properties:
frontier orbital gap = 7.14 eV
energy above the lowest of the compared OMol25 structures with the same formula, charge and spin = 108.7 kcal per mole
F_max = 2.71 eV/A
M = 143.146 g/mol
net charge = 0

Last column: Löwdin charge in e.
Cartesian coordinates (Å):
N 0.258 -2.096 1.415  0.179
H 0.892 -1.489 1.943  0.105
H -0.612 -2.240 1.928  0.111
H 0.705 -2.991 1.216  0.106
C -0.109 -1.164 -0.162  -0.400
C -0.935 -0.014 0.072  -0.029
C -0.240 1.182 -0.269  -0.328
N -0.581 2.433 -0.240  -0.002
O -1.743 2.606 0.541  -0.100
C 1.138 0.818 -0.741  -0.184
N 1.941 0.147 0.294  0.078
C 1.222 -0.656 -0.696  -0.209
H -1.909 -0.067 0.557  0.093
H -1.935 3.543 0.465  0.071
H 1.645 1.413 -1.500  0.149
H 2.930 0.194 0.057  0.097
H 1.779 -1.247 -1.423  0.149
O -0.607 -2.220 -0.905  0.003
H -1.357 -1.916 -1.427  0.112

Atoms 1-2, force components in eV/Å:
N 0.424 -0.014 -0.180
H -0.265 -0.102 -0.257



4.
Below is a 3-piece molecular cluster, C5H9N3O2S overall, with properties calculated with wB97M-V/def2-TZVPD.

Computed properties:
frontier orbital gap = 7.88 eV
energy above the lowest of the compared OMol25 structures with the same formula, charge and spin = 71.7 kcal per mole
F_max = 5.32 eV/A
M = 175.213 g/mol
net charge = 0
SMILES = CN1C=NCN1.O=C=O.C=S

Last column: Löwdin charge in e.
Cartesian coordinates (Å):
C -2.939 1.431 0.105  -0.074
N -1.727 0.613 0.131  -0.091
C -1.286 -0.575 0.613  -0.264
N -0.430 -1.219 -0.053  0.009
C -0.120 -0.571 -1.316  -0.289
N -0.962 0.630 -1.444  0.086
H -3.843 0.918 -0.518  0.134
H -3.195 1.481 1.098  0.043
H -2.643 2.313 -0.342  0.043
H -1.714 -0.766 1.664  0.155
H 0.893 -0.455 -1.499  0.016
H -0.450 -1.415 -2.098  0.142
H -0.614 1.571 -1.398  0.069
O 2.518 1.561 -0.668  0.230
C 3.277 1.154 0.045  -0.539
O 4.018 0.724 0.778  0.192
C 2.279 -1.900 1.327  -0.521
S 2.863 -1.938 -0.161  0.689
H 2.839 -1.765 2.235  0.008
H 1.235 -1.793 1.499  -0.038

Atoms 1-2, force components in eV/Å:
C -0.892 -4.746 -2.237
N 1.879 1.224 -4.465



5.
Below is an isolated molecule of C5H9N3OS, with properties calculated with wB97M-V/def2-TZVPD.

Computed properties:
frontier orbital gap (alpha / beta) = 7.05 / 8.24 eV
energy above the lowest of the compared OMol25 structures with the same formula, charge and spin = 137.8 kcal per mole
F_max = 4.53 eV/A
M = 159.214 g/mol
net charge = 0

Last column: Löwdin charge in e.
Cartesian coordinates (Å):
C -0.229 -0.361 2.160  -0.172
C -0.672 0.531 1.121  -0.421
C 1.196 -1.883 0.932  -0.330
C 0.225 -2.390 -0.069  0.039
C -0.436 2.139 -2.421  -0.182
N 0.513 -1.365 2.072  0.030
N -1.476 1.455 1.375  0.159
N -0.858 1.076 -1.611  -0.326
O 1.383 0.691 -0.261  -0.422
S -0.019 0.294 -0.609  0.913
H -0.388 -0.073 3.210  0.130
H 1.887 -2.632 1.495  0.150
H 1.741 -1.054 0.407  0.084
H 0.742 -3.011 -0.778  0.063
H -0.675 -2.709 0.220  0.019
H -1.218 2.833 -2.240  0.072
H -0.436 1.874 -3.390  0.040
H 0.481 2.639 -2.123  0.087
H -1.762 1.947 0.509  0.068

Atoms 1-2, force components in eV/Å:
C 1.441 -0.562 1.352
C -1.565 1.089 -0.960



6.
Below is a 2-piece molecular cluster, C5H9N3S overall, with properties calculated with wB97M-V/def2-TZVPD.

Computed properties:
frontier orbital gap = 8.95 eV
energy above the lowest of the compared OMol25 structures with the same formula, charge and spin = 54.0 kcal per mole
F_max = 4.00 eV/A
M = 143.215 g/mol
net charge = 0
SMILES = NSc1cc[nH]n1.C=C

Last column: Löwdin charge in e.
Cartesian coordinates (Å):
N -1.500 1.013 -0.337  -0.356
S 0.190 1.302 -0.644  0.828
C 0.418 -0.235 -1.436  -0.640
C 1.550 -1.024 -1.727  -0.061
C 1.000 -2.045 -2.536  -0.090
N -0.370 -1.907 -2.531  -0.027
N -0.695 -0.725 -2.032  -0.016
H -1.611 1.590 0.573  0.032
H -2.101 1.448 -1.146  0.071
H 2.572 -0.930 -1.525  0.076
H 1.474 -2.925 -2.856  0.087
H -1.061 -2.390 -3.078  0.147
C 0.398 0.569 2.929  -0.072
C -0.244 1.614 3.420  -0.100
H 0.742 0.747 1.997  -0.051
H 0.353 -0.329 3.586  0.077
H -0.347 2.658 2.992  0.069
H -0.769 1.569 4.351  0.026

Atoms 1-2, force components in eV/Å:
N -0.920 2.890 0.651
S -0.356 -0.245 -0.187



7.
Below is an isolated ion of composition C5H9N4 and charge +1, with properties calculated with wB97M-V/def2-TZVPD.

Computed properties:
frontier orbital gap (alpha / beta) = 8.12 / 8.12 eV
energy above the lowest of the compared OMol25 structures with the same formula, charge and spin = 94.1 kcal per mole
F_max = 4.80 eV/A
M = 125.155 g/mol
net charge = +1
SMILES = N[C@@H]1N[C@H]1[n+]1ccc[nH]1

Last column: Löwdin charge in e.
Cartesian coordinates (Å):
N -1.174 -1.118 -2.423  0.127
C -0.158 -0.621 -1.623  -0.192
N 0.260 -1.546 -0.649  0.026
C -0.531 -0.644 0.203  -0.135
N 0.104 0.269 1.019  -0.075
C -0.373 1.271 1.784  0.041
C 0.747 1.988 2.271  0.003
C 1.855 1.402 1.719  -0.047
N 1.441 0.412 0.942  0.109
H -1.447 -2.089 -2.460  0.112
H -1.623 -0.675 -3.154  0.075
H 0.520 0.168 -1.666  0.117
H -0.123 -2.472 -0.787  0.120
H -1.617 -0.579 0.459  0.158
H -1.408 1.300 1.796  0.121
H 0.820 2.846 2.934  0.125
H 2.792 1.814 1.910  0.127
H 2.156 -0.243 0.675  0.188

Atoms 1-2, force components in eV/Å:
N 1.142 0.012 0.689
C -2.985 -2.811 2.488



8.
Below is an isolated molecule of C5H9N5O, with properties calculated with wB97M-V/def2-TZVPD.

Computed properties:
frontier orbital gap = 10.87 eV
energy above the lowest of the compared OMol25 structures with the same formula, charge and spin = 88.9 kcal per mole
F_max = 5.36 eV/A
M = 155.161 g/mol
net charge = 0
SMILES = CCC(=O)N(N)n1ccnn1

Last column: Löwdin charge in e.
Cartesian coordinates (Å):
C -1.706 -1.178 -0.314  -0.124
C -0.753 -0.789 0.741  -0.128
C -0.692 0.762 0.647  -0.470
O -1.660 1.410 0.504  0.109
N 0.562 1.237 0.432  -0.072
N 0.656 2.643 0.209  0.095
N 1.713 0.506 0.170  -0.141
C 2.261 0.118 -0.961  -0.047
C 3.204 -0.837 -0.563  -0.130
N 3.098 -0.927 0.757  -0.008
N 2.256 -0.097 1.244  0.064
H -2.598 -0.689 -0.175  0.038
H -1.447 -0.926 -1.392  0.112
H -2.085 -2.189 -0.424  0.079
H 0.213 -1.221 0.473  0.097
H -1.221 -0.978 1.654  0.107
H -0.311 3.037 -0.144  0.140
H 0.716 3.056 1.108  0.064
H 2.042 0.593 -1.943  0.139
H 4.032 -1.095 -1.134  0.078

Atoms 1-2, force components in eV/Å:
C -0.375 -1.125 -3.408
C 0.935 1.447 -1.768



9.
Below is a 2-piece molecular cluster, C5H9N5O2 overall, with properties calculated with wB97M-V/def2-TZVPD.

Computed properties:
frontier orbital gap = 10.03 eV
energy above the lowest of the compared OMol25 structures with the same formula, charge and spin = 1.3 kcal per mole
F_max = 2.73 eV/A
M = 171.160 g/mol
net charge = 0
SMILES = [H]/N=C(/N)OC=O.Cc1nc[nH]n1

Last column: Löwdin charge in e.
Cartesian coordinates (Å):
H 4.019 -0.025 0.185  0.044
N 3.468 0.784 0.444  0.148
C 2.248 0.735 0.119  -0.529
N 1.633 1.941 0.119  0.137
O 1.434 -0.322 -0.299  0.049
C 1.844 -1.592 -0.501  -0.306
O 2.978 -1.874 -0.323  0.104
H 0.695 2.021 0.482  0.077
H 2.330 2.618 0.402  0.106
H 1.006 -2.195 -0.861  0.147
C -1.978 1.960 -0.599  -0.049
C -2.380 0.697 0.021  -0.432
N -3.182 -0.178 -0.678  0.102
C -2.936 -1.362 -0.125  -0.185
N -2.153 -1.196 0.937  -0.005
N -1.709 0.075 0.981  0.079
H -1.649 2.722 0.111  0.075
H -1.152 1.738 -1.302  0.088
H -2.810 2.323 -1.204  0.078
H -3.132 -2.373 -0.522  0.127
H -1.780 -1.871 1.579  0.145

Atoms 1-2, force components in eV/Å:
H -0.264 -0.216 0.309
N 0.693 -0.972 -0.507



10.
Below is an isolated ion of composition C5H9NO and charge -1, with properties calculated with wB97M-V/def2-TZVPD.

Computed properties:
frontier orbital gap (alpha / beta) = 1.93 / 9.67 eV
<S²> = 0.75
energy above the lowest of the compared OMol25 structures with the same formula, charge and spin = 10.4 kcal per mole
F_max = 1.59 eV/A
2S+1 = 2
M = 99.133 g/mol
net charge = -1

Last column: Löwdin charge in e.
Cartesian coordinates (Å):
C -0.839 0.935 -1.779  -0.384
N -0.538 0.163 -0.732  -0.102
C -0.794 0.667 0.637  -0.155
C 0.185 -0.136 1.517  -0.262
C 1.207 -0.688 0.522  -0.323
C 0.358 -0.982 -0.697  -0.179
O -1.331 2.051 -1.711  -0.079
H -0.608 0.447 -2.744  0.113
H -1.863 0.628 0.811  0.063
H -0.437 1.704 0.639  0.103
H 0.678 0.542 2.207  0.057
H -0.322 -0.853 2.172  -0.008
H 1.901 0.126 0.307  -0.019
H 1.753 -1.546 0.926  0.051
H 0.899 -1.193 -1.618  0.068
H -0.249 -1.864 -0.457  0.056

Atoms 1-2, force components in eV/Å:
C 0.366 -0.277 -0.373
N 0.027 0.148 0.582



11.
Below is an isolated molecule of C5H9NO, with properties calculated with wB97M-V/def2-TZVPD.

Computed properties:
frontier orbital gap = 10.29 eV
energy above the lowest of the compared OMol25 structures with the same formula, charge and spin = 63.8 kcal per mole
F_max = 0.41 eV/A
M = 99.133 g/mol
net charge = 0
SMILES = C[C@@]1(O)CN2C[C@H]21

Last column: Löwdin charge in e.
Cartesian coordinates (Å):
C 1.354 -1.147 0.042  -0.006
C 0.647 0.195 0.019  -0.523
O 1.641 1.177 0.227  -0.006
C -0.291 0.524 -1.170  -0.098
N -1.408 0.931 -0.258  -0.014
C -1.777 -0.291 0.448  -0.121
C -0.582 0.440 0.899  -0.182
H 0.656 -1.964 0.242  0.081
H 2.125 -1.141 0.816  0.085
H 1.836 -1.331 -0.923  0.088
H 1.202 2.013 0.433  0.102
H -0.557 -0.307 -1.835  0.118
H 0.062 1.367 -1.769  0.118
H -1.679 -1.247 -0.067  0.110
H -2.680 -0.187 1.044  0.108
H -0.547 0.967 1.852  0.140

Atoms 1-2, force components in eV/Å:
C -0.056 0.018 -0.021
C -0.207 -0.348 -0.039



12.
Below is an isolated molecule of C5H9NO, with properties calculated with wB97M-V/def2-TZVPD.

Computed properties:
frontier orbital gap = 10.42 eV
energy above the lowest of the compared OMol25 structures with the same formula, charge and spin = 67.1 kcal per mole
F_max = 0.28 eV/A
M = 99.133 g/mol
net charge = 0
SMILES = C[C@H]1N[C@H]1[C@H]1CO1

Last column: Löwdin charge in e.
Cartesian coordinates (Å):
C -0.162 1.054 1.684  -0.050
C -0.025 -0.426 1.411  -0.312
N -0.990 -1.115 0.548  0.066
C 0.390 -0.976 0.095  -0.244
C 0.732 -0.092 -1.068  -0.256
C -0.069 -0.064 -2.296  -0.100
O -0.140 0.993 -1.348  -0.065
H 0.776 1.471 2.067  0.080
H -0.937 1.219 2.441  0.078
H -0.439 1.603 0.782  0.067
H 0.251 -1.016 2.287  0.128
H -1.558 -0.410 0.077  0.094
H 0.949 -1.913 0.087  0.138
H 1.793 0.148 -1.156  0.147
H 0.396 0.204 -3.244  0.111
H -0.966 -0.680 -2.367  0.118

Atoms 1-2, force components in eV/Å:
C -0.013 0.015 -0.026
C 0.139 0.064 0.170